Molecular formula: C28H43F9OP2Sn
Method: DFT, the ωB97M-V functional and the def2-TZVPD basis

Geometry as XYZ:
```
84
Properties=species:S:1:pos:R:3:forces:R:3:lowdin_charge:R:1
Sn -2.2318 0.4221 2.1481 1.66 -1.35 1.61 1.588
C 1.3127 0.4887 4.5339 1.26 0.10 -0.48 -0.162
C 2.3464 0.9989 3.7007 -0.73 1.09 -0.29 -0.194
C 0.6107 2.5125 3.6910 -1.45 -1.61 1.16 -0.204
C 0.2675 1.4476 4.5661 -0.81 1.53 -1.64 -0.226
C 1.9086 2.2443 3.1696 1.35 -1.73 0.63 -0.174
C 1.3181 -0.7867 5.2777 0.01 -0.42 0.14 -0.005
H 2.0507 -1.4895 4.8619 -0.17 0.15 0.14 0.083
H 0.3255 -1.2617 5.2586 0.32 0.15 0.03 0.064
H 1.5858 -0.6256 6.3355 -0.09 -0.04 -0.24 0.117
C -0.9212 1.4176 5.4434 -0.42 0.04 0.46 -0.044
H -0.8962 0.5505 6.1125 -0.16 0.17 -0.17 0.084
H -1.8624 1.3695 4.8669 -0.04 0.06 0.32 0.040
H -0.9712 2.3221 6.0691 -0.10 -0.23 -0.16 0.106
C -0.2185 3.6997 3.4180 -0.22 0.57 -0.12 -0.035
H -0.2553 4.3716 4.2895 -0.05 -0.08 -0.24 0.108
H -1.2553 3.4176 3.1777 0.13 0.21 0.14 0.059
H 0.1836 4.2629 2.5679 -0.21 0.00 0.23 0.079
C 2.6965 3.1609 2.3270 0.20 0.19 -0.43 -0.018
H 3.2569 3.8867 2.9382 -0.13 -0.17 -0.14 0.113
H 2.0475 3.7339 1.6543 0.19 -0.03 0.07 0.077
H 3.4237 2.6114 1.7180 -0.07 0.16 0.14 0.073
C 3.6876 0.4162 3.5026 0.57 -0.32 -0.06 -0.040
H 4.4312 0.9052 4.1498 -0.11 -0.16 -0.17 0.102
H 4.0267 0.5411 2.4663 0.03 -0.11 0.19 0.067
H 3.6972 -0.6540 3.7475 0.11 0.25 -0.10 0.070
C -0.1440 -1.9778 0.5890 -0.03 0.79 0.68 -0.129
C 0.8891 -2.1415 1.4331 -0.69 0.06 -0.31 -0.066
C 2.3308 -2.1981 1.0621 0.25 0.38 -0.03 -0.150
C 2.7231 -1.3836 -0.1945 0.54 -0.42 0.10 -0.175
C 2.3664 0.0683 -0.1291 -0.53 0.50 -0.24 -0.086
C 1.2206 0.6114 -0.5669 0.44 0.00 0.54 -0.105
C 0.0765 -0.1126 -1.2187 -0.22 -0.44 0.09 -0.198
C -0.1412 -1.6079 -0.8627 -0.37 -0.48 -0.70 -0.208
H 2.5982 -3.2518 0.8934 0.03 0.19 0.11 0.135
H 2.3071 -1.8669 -1.0808 0.28 0.17 0.14 0.094
H 2.9164 -1.8538 1.9260 -0.03 -0.12 -0.25 0.098
H 0.5544 -2.2495 -1.4155 -0.21 0.21 0.05 0.095
H -1.1503 -2.1059 0.9870 0.13 0.01 0.19 0.048
H 0.6669 -2.2958 2.4899 -0.09 -0.17 -0.21 0.101
H -1.1459 -1.8823 -1.2373 0.40 0.10 -0.07 0.107
H -0.8661 0.4266 -1.0034 0.29 -0.06 -0.08 0.090
H 1.0489 1.6839 -0.4377 0.29 -0.19 -0.10 0.100
H 0.2047 -0.0610 -2.3120 -0.15 0.14 0.14 0.072
H 3.8152 -1.4467 -0.2761 -0.18 -0.10 -0.11 0.122
H 3.1474 0.7185 0.2793 -0.44 -0.08 0.00 0.096
P -0.6750 -0.2728 -5.1703 0.15 -1.77 -2.24 0.929
P -0.3810 2.3725 -6.6030 0.24 -0.57 -3.40 0.944
C -0.7014 -0.3758 -7.0693 0.12 0.53 0.10 -0.396
C -1.0582 0.9829 -7.6772 -0.41 -0.16 0.75 -0.424
H -1.4377 -1.1403 -7.3624 0.31 0.18 0.18 0.090
H 0.2919 -0.7125 -7.4126 -0.34 0.17 0.24 0.087
H -0.6699 1.0886 -8.7032 -0.14 0.14 0.41 0.097
H -2.1504 1.1229 -7.7069 0.29 -0.10 -0.04 0.088
C -1.1564 3.7630 -7.5458 -0.42 0.54 1.10 -0.264
H -0.7163 4.7069 -7.1970 -0.20 -0.15 -0.19 0.052
H -2.2312 3.7778 -7.3212 0.24 0.13 -0.14 0.049
H -1.0109 3.6713 -8.6329 0.14 -0.27 0.43 0.070
C 1.2861 2.4622 -7.4232 0.47 0.10 1.13 -0.258
H 1.2073 2.4567 -8.5215 -0.29 0.00 0.46 0.066
H 1.9076 1.6189 -7.0955 -0.03 0.23 -0.14 0.041
H 1.7718 3.3940 -7.1009 0.02 -0.30 -0.15 0.052
C -2.1447 -1.3297 -4.8519 -0.28 0.70 0.77 -0.256
H -2.1874 -1.5282 -3.7743 -0.19 -0.11 -0.23 0.033
H -2.0897 -2.2712 -5.4131 0.19 0.30 0.13 0.067
H -3.0432 -0.7723 -5.1456 0.11 -0.24 0.10 0.055
C 0.6844 -1.4869 -4.8877 0.29 0.61 0.68 -0.254
H 1.6349 -1.0328 -5.2002 -0.21 -0.19 0.12 0.053
H 0.5187 -2.4141 -5.4532 -0.15 0.32 0.10 0.071
H 0.7385 -1.7047 -3.8132 0.11 -0.12 -0.28 0.021
F -4.4214 -0.4775 3.4125 0.30 -0.87 -0.47 0.043
C -4.0721 -1.7987 3.1576 -1.45 -0.54 -0.02 -0.500
F -5.1122 -2.5743 3.4930 1.33 1.00 -0.50 0.217
F -3.8940 -1.8574 1.7913 -0.15 0.27 0.98 0.081
C -2.7372 -2.1086 3.8707 0.38 -0.17 0.29 -0.290
O -1.7593 -1.2104 3.4503 -1.09 0.89 -0.90 -0.339
C -2.9217 -1.9857 5.4146 -0.03 0.22 1.84 -0.482
F -3.8414 -2.8440 5.9204 0.93 0.81 -0.72 0.181
F -1.7441 -2.1971 6.0657 -1.17 0.14 -0.83 0.157
F -3.3157 -0.7251 5.7372 0.22 -0.87 -0.37 0.148
C -2.2636 -3.5652 3.5530 0.60 -1.63 -0.33 -0.481
F -3.1520 -4.5226 3.9249 0.78 1.21 -0.22 0.177
F -2.0604 -3.7167 2.2192 -0.27 0.24 0.84 0.143
F -1.0757 -3.8306 4.1546 -1.19 0.44 -0.48 0.168
```
Positions in Å, forces in eV/Å.

## Properties
LUMO energy (spin up / spin down)	-7.0728 / -8.6485	eV
spin multiplicity	1
charge	+2
HOMO (spin up / spin down)	-11.6 / -11.9	eV
total energy	-80629.653	eV